1.
Entry from the OMol25 dataset: a 2-piece molecular cluster, C2H9NS overall (ωB97M-V with the def2-TZVPD basis set).

Properties
Relative energy (zero: lowest compared OMol25 entry of this formula, charge and spin) = 21.0 kJ/mol
E_LUMO = 0.037 Eh
Energy = -14545.0760 eV
Structure (SMILES) = CCN.S
HOMO-LUMO gap = 10.3 eV

```
13
Properties=species:S:1:pos:R:3:forces:R:3:lowdin_charge:R:1
C 0.873 1.645 -0.679 -0.1 0.2 -0.2 -0.12
C 0.204 0.295 -0.504 0.4 -0.4 0.5 -0.34
N 0.407 -0.280 0.847 0.6 0.3 0.2 -0.04
H 0.672 2.092 -1.654 -0.1 -0.1 0.0 0.07
H 0.517 2.346 0.080 0.0 0.0 0.0 0.07
H 1.959 1.567 -0.591 0.0 -0.1 0.1 0.07
H -0.864 0.317 -0.719 0.0 0.2 0.0 0.10
H 0.649 -0.445 -1.171 -0.2 0.1 -0.3 0.10
H 1.392 -0.537 0.904 -0.1 -0.4 -0.1 0.07
H 0.396 0.451 1.557 -0.6 0.1 -0.1 0.06
S -1.799 -3.001 0.466 -0.2 -0.6 -0.2 0.47
H -1.337 -1.827 0.852 0.4 0.6 0.2 -0.28
H -3.070 -2.625 0.612 -0.2 0.0 0.0 -0.23
```
Positions in Å, forces in eV/Å.

=====

2.
Entry from the OMol25 dataset: a 2-piece molecular cluster, C2H9NS overall in a non-equilibrium geometry (ωB97M-V with the def2-TZVPD basis set).

Properties
Relative energy (zero: lowest compared OMol25 entry of this formula, charge and spin) = 84.8 kJ/mol
E_LUMO = 0.035 Eh
Energy = -14544.4146 eV
Structure (SMILES) = CCN.S
HOMO-LUMO gap = 10.1 eV

```
13
Properties=species:S:1:pos:R:3:forces:R:3:lowdin_charge:R:1
C -0.719 1.073 -0.792 0.3 1.1 0.3 -0.12
C -1.066 -0.221 -0.086 -0.1 0.2 0.0 -0.36
N -0.342 -0.384 1.172 0.4 0.3 -1.0 -0.03
H -1.312 1.300 -1.675 -0.1 -0.5 -0.2 0.07
H 0.338 1.160 -1.052 0.0 -0.3 -0.2 0.05
H -0.882 1.955 -0.161 -0.1 -0.2 0.3 0.07
H -0.775 -1.051 -0.733 -0.2 -0.1 0.0 0.11
H -2.149 -0.235 0.071 -0.1 -0.3 -0.2 0.10
H -0.662 0.228 1.902 -0.1 -0.3 0.3 0.07
H -0.260 -1.357 1.404 -0.2 0.0 0.6 0.06
S 2.901 -0.548 -0.203 1.9 1.5 -1.2 0.47
H 3.336 -1.671 0.392 -1.5 -0.2 0.3 -0.22
H 1.594 -0.250 -0.237 -0.2 -1.3 1.0 -0.27
```
Positions in Å, forces in eV/Å.

=====

3.
Entry from the OMol25 dataset: a 3-piece molecular cluster, C2H9NS overall (ωB97M-V with the def2-TZVPD basis set).

Properties
Relative energy (zero: lowest compared OMol25 entry of this formula, charge and spin) = 149.2 kJ/mol
E_LUMO = 0.034 Eh
Energy = -14543.7471 eV
Structure (SMILES) = [H][H].C1CS1.N
HOMO-LUMO gap = 9.9 eV

```
13
Properties=species:S:1:pos:R:3:forces:R:3:lowdin_charge:R:1
H 2.198 1.107 1.861 0.2 0.0 0.4 0.00
H 2.604 1.066 2.495 -0.2 0.0 -0.4 0.01
C 0.422 -1.654 -0.490 0.5 -0.2 -0.5 -0.49
C -0.723 -1.416 0.393 -0.3 0.2 -0.7 -0.44
S -1.102 -1.259 -1.409 0.2 0.1 0.4 0.74
H 1.244 -0.940 -0.539 -0.3 0.1 0.0 0.07
H 0.750 -2.668 -0.679 0.0 0.0 0.3 0.06
H -0.784 -0.478 0.930 0.0 -0.1 0.1 0.06
H -1.212 -2.272 0.815 -0.1 -0.1 0.4 0.06
N -1.065 2.199 -0.619 0.3 -0.4 -0.3 0.01
H -0.744 1.226 -0.617 -0.1 0.3 0.1 -0.07
H -0.227 2.768 -0.557 0.1 0.1 0.2 0.00
H -1.362 2.319 -1.584 -0.2 0.1 0.1 0.01
```
Positions in Å, forces in eV/Å.

=====

4.
Entry from the OMol25 dataset: a 2-piece molecular cluster, C2H9NS overall in a non-equilibrium geometry (ωB97M-V with the def2-TZVPD basis set).

Properties
Relative energy (zero: lowest compared OMol25 entry of this formula, charge and spin) = 99.9 kJ/mol
E_LUMO = 0.036 Eh
Energy = -14544.2583 eV
Structure (SMILES) = CNC.S
HOMO-LUMO gap = 9.8 eV

```
13
Properties=species:S:1:pos:R:3:forces:R:3:lowdin_charge:R:1
C 0.264 0.135 1.391 1.5 -0.9 0.2 -0.17
N 0.554 0.435 0.009 -2.5 -2.9 0.5 -0.19
C 0.956 -0.792 -0.686 -0.2 -0.3 1.5 -0.14
H -0.172 0.928 1.935 -0.2 1.2 0.5 0.06
H -0.376 -0.707 1.546 -1.0 -0.6 -0.7 0.06
H 1.156 -0.268 1.905 0.2 0.6 0.2 0.08
H 1.149 1.184 -0.082 1.7 1.7 -0.3 0.07
H 1.852 -1.287 -0.198 -1.0 0.1 -0.2 0.09
H 1.317 -0.488 -1.621 0.1 0.0 -1.7 0.05
H 0.059 -1.509 -0.756 1.5 1.0 0.0 0.11
S -2.685 1.142 -1.065 -0.4 0.2 0.6 0.45
H -2.281 0.594 -2.222 0.4 -0.2 0.4 -0.23
H -1.792 0.633 -0.155 -0.2 0.1 -1.1 -0.24
```
Positions in Å, forces in eV/Å.

=====

What did the third record say?
Entry from the OMol25 dataset: a 3-piece molecular cluster, C2H9NS overall (ωB97M-V with the def2-TZVPD basis set).

Properties
Relative energy (zero: lowest compared OMol25 entry of this formula, charge and spin) = 149.2 kJ/mol
E_LUMO = 0.034 Eh
Energy = -14543.7471 eV
Structure (SMILES) = [H][H].C1CS1.N
HOMO-LUMO gap = 9.9 eV

```
13
Properties=species:S:1:pos:R:3:forces:R:3:lowdin_charge:R:1
H 2.198 1.107 1.861 0.2 0.0 0.4 0.00
H 2.604 1.066 2.495 -0.2 0.0 -0.4 0.01
C 0.422 -1.654 -0.490 0.5 -0.2 -0.5 -0.49
C -0.723 -1.416 0.393 -0.3 0.2 -0.7 -0.44
S -1.102 -1.259 -1.409 0.2 0.1 0.4 0.74
H 1.244 -0.940 -0.539 -0.3 0.1 0.0 0.07
H 0.750 -2.668 -0.679 0.0 0.0 0.3 0.06
H -0.784 -0.478 0.930 0.0 -0.1 0.1 0.06
H -1.212 -2.272 0.815 -0.1 -0.1 0.4 0.06
N -1.065 2.199 -0.619 0.3 -0.4 -0.3 0.01
H -0.744 1.226 -0.617 -0.1 0.3 0.1 -0.07
H -0.227 2.768 -0.557 0.1 0.1 0.2 0.00
H -1.362 2.319 -1.584 -0.2 0.1 0.1 0.01
```
Positions in Å, forces in eV/Å.

=====

Look up the energy of the fourth one. -14544.2583 eV